(1)
A 15-piece molecular cluster, H30O15 overall, computed with ωB97M-V with the def2-TZVPD basis set.

Properties
total charge: 0
multiplicity: 1
DFT total energy: -31195.9907 eV
HOMO energy: -10.41 eV
max |F|: 9.58 eV Å⁻¹
frontier orbital gap: 10.22 eV
ΔE to the lowest compared entry with this formula, charge and spin: 5.675 eV

Cartesian coordinates (Å):
1 O -1.156 2.665 3.115
2 H -2.636 -3.302 -2.370
3 H -1.984 1.165 0.893
4 O 3.423 1.335 -1.938
5 H -1.528 4.859 0.280
6 H 2.451 -2.239 2.921
7 H -2.954 0.304 2.439
8 H -1.829 -4.749 0.283
9 H -1.399 3.308 0.658
10 O -3.570 0.873 2.620
11 O -0.759 -2.701 2.720
12 O 3.999 -1.537 -2.376
13 H -1.265 -3.009 2.004
14 H 1.167 1.496 0.845
15 H -0.043 2.171 -4.545
16 H 0.026 -2.264 2.386
17 H 2.413 -2.694 0.302
18 H 4.051 1.436 -2.574
19 H -0.276 0.964 0.979
20 H 2.201 -1.383 1.653
21 O -1.526 3.999 -0.054
22 O -0.122 2.616 -3.620
23 H 2.513 0.169 0.801
24 H 2.866 0.591 -2.362
25 H -1.949 2.249 3.161
26 H -4.139 1.158 1.827
27 H -2.031 -3.326 0.097
28 O -2.092 -3.959 0.752
29 H 2.483 -3.987 -0.656
30 H -2.598 3.203 -1.524
31 H -0.593 1.920 3.098
32 O 0.730 0.739 1.043
33 O 2.550 -3.082 -0.684
34 H 3.620 -0.821 -1.633
35 H 0.771 2.401 -3.397
36 H 4.061 -2.028 -1.629
37 H -1.527 0.525 -0.334
38 O -2.589 3.027 -2.409
39 O 2.997 -0.281 0.152
40 H -2.160 -2.017 -3.006
41 H -1.735 3.084 -2.725
42 O -1.840 0.238 0.515
43 H 3.706 0.282 -0.084
44 O 2.090 -1.463 2.560
45 O -2.346 -2.405 -2.120

These are the Mulliken partial charges, in e, on atoms 1 to 5:
1 O -0.620
2 H 0.284
3 H 0.251
4 O -0.630
5 H 0.271

(2)
The molecule C3H4N8S, computed with ωB97M-V with the def2-TZVPD basis set.

Properties
total charge: 0
SMILES: Cn1nnnc1-c1nnnn1S
multiplicity: 1
DFT total energy: -25926.8809 eV
HOMO energy: -9.76 eV
max |F|: 5.36 eV Å⁻¹
frontier orbital gap: 9.30 eV
ΔE to the lowest compared entry with this formula, charge and spin: 0.379 eV

Cartesian coordinates (Å):
1 N -2.251 -2.001 -0.581
2 H 1.314 -1.412 -1.082
3 S -2.611 0.941 1.693
4 H -1.905 0.751 2.808
5 N -0.161 1.745 0.511
6 C 2.118 -0.569 -0.937
7 N -2.062 -0.248 0.517
8 C -0.886 -0.339 -0.461
9 N 0.992 2.345 0.693
10 N -2.768 -1.291 0.355
11 N 1.446 0.564 -0.365
12 H 2.977 -0.882 -0.223
13 H 2.817 -0.423 -1.836
14 C 0.136 0.578 -0.144
15 N -1.080 -1.467 -1.055
16 N 1.923 1.710 0.107

These are the Mulliken partial charges, in e, on atoms 1 to 5:
1 N -0.469
2 H 0.256
3 S -0.100
4 H 0.175
5 N -0.115

(3)
C39H35N7OPRuSi as an isolated structure, computed with ωB97M-V with the def2-TZVPD basis set.

Properties
total charge: +2
multiplicity: 2
DFT total energy: -73226.6223 eV
HOMO energy (spin up / spin down): -13.62 / -13.65 eV
max |F|: 0.84 eV Å⁻¹
frontier orbital gap (spin up / spin down): 6.97 / 7.01 eV
ΔE to the lowest compared entry with this formula, charge and spin: 0.222 eV

Cartesian coordinates (Å):
1 C 2.890 1.880 -0.166
2 C -1.837 -1.975 2.275
3 H 3.597 1.728 3.623
4 H 5.292 -0.611 -3.299
5 C -1.719 4.340 2.545
6 C -2.388 2.038 -2.094
7 H -3.357 -4.188 2.404
8 H 4.425 3.634 2.284
9 H -4.196 -5.546 0.469
10 Ru -0.852 -0.595 -0.160
11 H 0.348 -3.130 -0.476
12 H 3.970 3.725 -0.145
13 H -0.793 3.301 -4.822
14 H -0.016 1.451 1.982
15 H -1.482 -1.588 6.499
16 H 1.485 -0.412 -5.227
17 H -0.438 -0.558 -4.185
18 H 2.332 -0.078 2.551
19 H -2.322 4.720 3.359
20 C 1.601 -4.487 0.595
21 O -2.157 -0.727 -2.807
22 C 3.601 2.898 0.446
23 C -3.133 -3.920 1.383
24 C 2.077 -0.450 -4.322
25 C 2.677 0.755 1.953
26 H 0.077 1.562 3.708
27 H -3.162 2.871 1.980
28 H 4.182 -0.652 -1.114
29 H -3.539 -4.847 -1.843
30 C 3.158 -2.265 1.222
31 C 1.433 -0.487 -3.083
32 H 4.433 -3.643 2.246
33 C 2.423 0.796 0.582
34 C -1.433 2.809 0.690
35 C 0.294 4.421 1.227
36 H 3.784 -1.415 1.459
37 C -1.347 2.463 -2.930
38 H -4.984 2.736 -4.181
39 C 1.227 -3.231 0.148
40 N -2.091 -2.440 3.464
41 C 3.391 1.776 2.562
42 H -2.290 -2.991 5.853
43 H -0.317 2.419 -2.587
44 H -3.398 0.970 0.206
45 P 1.497 -0.527 -0.240
46 C -0.187 3.392 0.432
47 N -0.162 1.033 2.885
48 C 2.192 -0.534 -1.913
49 H -2.778 -0.666 -2.071
50 H 0.410 3.055 -0.407
51 C -2.455 -3.149 -1.144
52 N -1.157 -0.851 1.948
53 C 3.856 2.846 1.810
54 N -0.883 -0.634 -2.233
55 H 3.047 -5.613 1.709
56 Si -2.115 1.457 -0.365
57 N -0.974 -0.515 4.312
58 C -3.227 -4.284 -0.976
59 C 3.580 -0.594 -2.013
60 C -2.191 3.299 1.759
61 C -2.919 3.058 -4.646
62 C -0.029 -0.552 -3.178
63 C -0.775 -0.122 3.054
64 H -3.122 3.455 -5.631
65 C 4.213 -0.566 -3.248
66 C 3.529 -3.526 1.665
67 H 1.255 4.867 1.015
68 C -3.964 2.655 -3.832
69 C -3.699 2.144 -2.568
70 C -1.605 -1.666 4.481
71 H -2.140 -2.833 -2.126
72 H 1.006 -5.352 0.337
73 C -3.585 -4.669 0.305
74 C 3.459 -0.478 -4.408
75 N -2.043 -2.399 -0.108
76 H -4.530 1.833 -1.944
77 C -0.472 4.892 2.287
78 H 3.941 -0.448 -5.375
79 C 1.996 -2.110 0.468
80 H -0.103 5.702 2.902
81 H 2.713 1.928 -1.233
82 C -1.607 2.966 -4.191
83 C -2.368 -2.799 1.135
84 C 2.750 -4.633 1.361
85 N -1.805 -2.122 5.711

These are the Mulliken partial charges, in e, on atoms 1 to 5:
1 C -1.027
2 C -0.589
3 H 0.505
4 H 0.470
5 C -0.744

(4)
A 9-piece molecular cluster, C38H91N3O5 overall, computed with ωB97M-V with the def2-TZVPD basis set.

Properties
total charge: 0
SMILES: CC(N)=O.CC(N)=O.CC(N)=O.CCCCCC.CCCCCC.CCCCCC.CCCCCC.CCCCCC.OCCO
multiplicity: 1
DFT total energy: -55587.1620 eV
HOMO energy: -9.62 eV
max |F|: 3.76 eV Å⁻¹
frontier orbital gap: 9.66 eV

Cartesian coordinates (Å):
1 H 10.957 -4.811 -4.073
2 H 8.127 -1.605 -2.300
3 H 5.551 2.792 2.930
4 H 0.924 1.082 -2.800
5 H -9.202 -6.640 5.824
6 H 10.029 -3.835 -5.184
7 H -0.678 1.054 0.473
8 H -1.857 -11.579 0.308
9 H -6.508 0.950 7.352
10 C 8.987 -0.969 -2.510
11 H -9.370 -4.951 6.404
12 H 1.195 -10.844 1.234
13 H 12.293 -3.832 -5.913
14 H -4.019 6.374 -1.749
15 C 11.901 -3.121 -5.186
16 C -0.435 -0.048 -1.422
17 H 0.282 2.011 -1.527
18 H -12.556 -6.711 4.668
19 H 5.080 8.661 4.288
20 H -7.442 6.844 -1.662
21 C 6.142 6.931 5.028
22 H -1.353 5.153 -10.565
23 H 9.609 -0.913 -1.617
24 H 0.138 -8.135 2.309
25 C -1.128 3.216 -9.617
26 H -1.445 -0.542 1.833
27 H 5.887 9.051 5.712
28 H -5.337 4.858 6.220
29 H -0.536 -10.825 2.944
30 C 5.351 5.849 4.186
31 H 1.577 -6.921 1.365
32 C -2.379 6.835 -8.879
33 H 4.426 3.197 4.136
34 C 5.083 3.658 3.398
35 H -2.298 -3.513 1.288
36 H -2.021 1.303 -10.120
37 H 7.760 0.555 -3.476
38 H 3.041 -8.039 1.355
39 H -11.785 -7.677 5.895
40 H 9.295 1.186 -3.120
41 C -2.870 2.733 -11.399
42 O -5.102 7.985 -2.347
43 C 0.998 -8.753 2.051
44 C -2.918 -2.737 1.736
45 H -0.985 -14.015 0.803
46 C -1.343 -11.865 1.226
47 H -5.312 6.809 -0.646
48 H 11.578 -2.225 -5.716
49 H -0.248 5.202 -9.220
50 C -3.538 5.091 5.203
51 H 6.647 4.322 4.682
52 H 4.710 8.033 7.107
53 H 4.406 5.572 4.653
54 H 1.422 -9.104 2.992
55 H -0.697 1.618 -2.912
56 H -2.204 0.714 -0.257
57 H -5.522 4.592 4.586
58 H -0.329 3.031 -10.334
59 H -2.584 7.187 -9.890
60 H -4.476 -0.845 9.573
61 H -4.873 -1.671 8.030
62 O -7.367 5.948 -1.998
63 C 0.492 -10.014 1.305
64 H -7.988 0.341 7.916
65 C -2.178 5.345 -8.653
66 H -0.829 2.763 -8.672
67 H -1.578 -9.822 1.967
68 C -6.039 5.872 -2.365
69 H 12.624 -2.827 -4.425
70 H -0.635 -1.784 0.950
71 H 3.545 9.002 6.037
72 C -5.039 6.754 -1.700
73 H 0.437 -9.708 0.261
74 C -2.694 -1.637 0.709
75 H -2.545 -2.587 2.749
76 C -6.370 -0.559 8.753
77 C 6.134 4.667 3.784
78 H 7.128 7.094 4.594
79 H -1.469 7.341 -8.555
80 H 9.325 -1.697 -4.501
81 O -3.011 5.492 6.188
82 C -4.936 -0.739 8.590
83 H 10.927 -3.086 -2.272
84 H -3.077 4.730 -8.662
85 H -1.732 4.740 4.126
86 H -4.914 8.708 -1.745
87 C -2.790 4.886 3.906
88 C -1.371 -0.987 0.840
89 H -2.183 -12.245 1.808
90 H 9.348 -3.529 -2.867
91 O -7.115 -1.362 9.337
92 H -3.183 3.966 3.473
93 H -1.132 -0.697 -1.952
94 H 10.816 -1.042 -3.640
95 H 4.474 4.079 2.598
96 H -3.495 -0.906 0.817
97 H 8.145 1.014 -1.833
98 C -1.215 0.288 -0.087
99 H -3.037 2.420 -9.274
100 H -5.745 4.822 -2.344
101 H -5.965 6.115 -3.425
102 C -11.583 -7.007 5.059
103 C 8.540 0.512 -2.716
104 H 0.221 -12.784 0.203
105 H -4.412 -0.042 7.936
106 H -3.182 7.203 -8.240
107 H -2.833 5.754 3.249
108 C -10.972 -5.750 5.653
109 C 4.164 8.114 6.168
110 C -2.302 2.355 -10.076
111 C 10.276 -3.027 -3.143
112 H 5.030 6.395 3.298
113 C 10.796 -3.787 -4.411
114 C 5.343 8.226 5.252
115 C -0.420 -13.110 1.022
116 C -1.149 4.713 -9.589
117 H -10.981 -7.505 4.299
118 C -0.791 -10.575 1.914
119 O -11.625 -4.775 5.823
120 H 0.202 -13.221 1.911
121 H -2.783 -1.962 -0.328
122 H -1.917 5.111 -7.621
123 N -9.694 -5.761 5.895
124 N -4.865 4.775 5.331
125 H 3.611 7.190 5.996
126 H 1.958 -8.021 0.104
127 H 6.260 6.501 6.023
128 C 0.019 1.199 -2.205
129 C 1.970 -7.922 1.190
130 H 0.478 -0.612 -1.232
131 C 9.903 -1.634 -3.579
132 H 6.861 4.966 3.028
133 H -3.806 2.200 -11.567
134 H -2.934 3.820 -11.455
135 H -3.912 -3.131 1.950
136 H -2.294 2.362 -12.247
137 N -6.983 0.351 8.012

These are the Mulliken partial charges, in e, on atoms 1 to 5:
1 H 0.375
2 H 0.365
3 H 0.408
4 H 0.347
5 H 0.205

(5)
C24H57NbO8P as an isolated structure, computed with ωB97M-V with the def2-TZVPD basis set.

Properties
total charge: -1
multiplicity: 1
DFT total energy: -53020.7413 eV
HOMO energy: -4.10 eV
max |F|: 3.68 eV Å⁻¹
frontier orbital gap: 6.57 eV

Cartesian coordinates (Å):
1 H 3.052 -1.194 -2.468
2 H -7.738 -0.454 2.465
3 H -9.805 2.792 3.226
4 C 5.275 -2.531 -4.564
5 C -6.832 -0.430 3.074
6 H 6.147 -2.258 -5.161
7 H 1.817 -4.038 5.772
8 H -10.069 1.042 3.083
9 H 2.342 2.552 -2.120
10 H 0.891 -1.032 6.397
11 H 0.464 -3.244 0.750
12 H -6.098 -1.131 2.663
13 H 2.213 3.897 1.066
14 H -0.980 0.229 -3.288
15 H 1.449 2.215 4.253
16 H 1.697 -3.126 7.379
17 H 4.417 0.264 -7.534
18 C 1.465 4.399 -0.965
19 H 1.514 1.092 -0.620
20 H 5.229 -2.756 -8.945
21 O -3.527 -1.553 1.491
22 H 3.311 -1.240 -0.603
23 C -7.450 2.505 1.770
24 H 1.421 5.532 0.982
25 H -0.929 1.876 0.049
26 H 2.316 -1.625 3.332
27 C 1.371 1.151 3.814
28 H 6.548 -3.155 -7.825
29 H 3.194 -2.801 -1.599
30 H -4.064 0.163 0.435
31 H 3.451 1.123 4.591
32 H -8.600 1.641 3.868
33 H -6.277 0.815 1.061
34 H 1.022 -4.222 -0.713
35 O 2.427 5.024 -1.471
36 C -9.313 1.828 3.063
37 H 0.431 2.038 -4.475
38 C 2.953 -1.010 4.042
39 H -2.709 -0.576 -1.449
40 C -6.274 1.539 1.882
41 C 1.353 -1.776 5.654
42 H 1.459 1.777 1.665
43 C -3.092 -0.334 0.789
44 H 3.364 0.876 2.781
45 O -8.699 1.815 1.782
46 O -6.262 0.871 3.143
47 C -0.562 1.119 -2.689
48 C 0.350 -3.353 -0.376
49 H 1.228 -0.806 1.682
50 H 0.378 3.950 1.007
51 H -7.088 -0.742 4.089
52 C -2.158 -0.777 -0.456
53 H 0.657 0.585 4.493
54 H -2.074 -1.912 -0.380
55 H 5.375 -2.109 -3.558
56 H -7.384 3.023 0.807
57 H 4.871 -3.269 -7.271
58 H 5.234 -3.619 -4.485
59 H 1.546 0.876 -3.547
60 H -0.585 -0.543 2.235
61 C 1.244 -3.234 6.335
62 H 3.591 -1.293 -7.703
63 C 5.558 -2.701 -7.902
64 O 5.664 -1.342 -7.503
65 O 0.574 3.683 -1.824
66 H 1.814 3.626 -3.544
67 C 0.745 1.680 -3.427
68 C 4.157 -0.761 -5.671
69 H 3.199 -0.269 -5.474
70 H -7.417 3.260 2.561
71 Nb -0.169 0.335 -0.547
72 H -5.344 2.112 1.817
73 H -0.197 2.022 2.390
74 C 0.687 1.304 2.377
75 C 1.445 2.931 -2.721
76 C 2.792 -1.725 -1.488
77 H 0.700 -1.801 4.724
78 H -2.529 0.335 1.516
79 C 0.315 -0.118 1.677
80 H -3.769 -1.334 2.412
81 C 2.862 0.575 3.770
82 O 4.059 -2.083 -5.147
83 H 4.048 -1.289 3.817
84 C 1.317 4.451 0.608
85 H 0.137 -3.455 6.446
86 O 2.711 -1.353 5.425
87 P 0.905 -1.826 -1.362
88 H -0.708 -3.657 -0.696
89 C 4.398 -0.771 -7.177
90 H -1.385 1.901 -2.608
91 H 4.935 -0.195 -5.150

These are the Mulliken partial charges, in e, on atoms 1 to 5:
1 H -0.068
2 H 0.322
3 H 0.321
4 C -0.825
5 C -0.654

(6)
A 3-piece molecular cluster, C24H37BrFN6O4 overall, computed with ωB97M-V with the def2-TZVPD basis set.

Properties
total charge: +1
multiplicity: 1
DFT total energy: -115369.0911 eV
HOMO energy: -10.84 eV
max |F|: 2.06 eV Å⁻¹
frontier orbital gap: 6.59 eV

Cartesian coordinates (Å):
1 C -0.633 0.858 -0.895
2 C 4.226 -2.800 -1.306
3 H -6.912 6.634 -3.115
4 C 10.174 -7.415 -0.924
5 O 1.623 1.090 -0.117
6 H -1.935 0.004 1.978
7 H 7.372 -3.558 -0.330
8 H -1.886 4.736 3.177
9 C 5.412 -2.694 -0.596
10 H -1.009 2.167 2.897
11 H -5.445 2.418 0.821
12 C 9.700 -6.125 -1.101
13 C -3.775 2.913 -1.329
14 H -3.950 -1.528 1.207
15 C -4.996 1.535 0.358
16 H -2.456 2.902 4.553
17 H -7.036 5.285 -4.237
18 N 5.076 -4.688 -2.514
19 C -4.767 -0.975 0.749
20 H -2.532 4.618 0.866
21 H -3.794 2.432 3.463
22 C -3.300 3.261 3.971
23 H -3.975 3.702 1.238
24 N 9.840 -5.152 -0.202
25 C 0.727 0.345 -0.425
26 H -0.848 0.358 -1.839
27 C -6.350 5.868 -3.631
28 H -5.721 1.200 -0.378
29 N -3.746 1.824 -0.352
30 H -3.579 5.103 3.005
31 H -3.823 3.909 -0.892
32 C -2.539 1.710 0.341
33 H 10.027 -8.164 -1.689
34 C -2.934 3.825 1.492
35 H 11.507 -6.903 2.135
36 C 10.837 -7.713 0.255
37 H -4.207 0.603 2.180
38 H -2.851 2.887 -1.906
39 H 9.182 -5.846 -2.012
40 C -5.729 4.991 -2.589
41 C -2.849 4.300 2.940
42 C -4.931 0.418 1.385
43 H -0.415 3.518 1.898
44 N -2.148 2.610 1.190
45 H -0.540 1.918 -1.114
46 H 3.199 -3.931 -2.825
47 C 10.995 -6.714 1.202
48 N -1.730 0.604 0.052
49 O -5.921 5.125 -1.394
50 H 11.225 -8.707 0.433
51 H 5.542 -1.919 0.149
52 H -4.726 2.007 -3.028
53 H 10.578 -4.649 1.642
54 H -5.597 6.321 -4.265
55 O -4.925 4.019 -3.096
56 C 6.208 -4.569 -1.822
57 H -5.910 -2.204 1.717
58 N -1.408 -0.240 1.156
59 C 10.478 -5.457 0.926
60 Br 1.017 -1.571 -0.454
61 H 6.978 -5.292 -2.059
62 H -4.557 -0.879 -0.312
63 C 4.111 -3.811 -2.248
64 C 6.428 -3.598 -0.857
65 H -5.906 0.396 1.861
66 O -5.956 -1.737 0.884
67 F -4.205 3.833 4.835
68 H -5.882 2.717 -1.838
69 H 3.402 -2.116 -1.136
70 C -4.922 2.810 -2.329
71 H -1.579 -1.207 0.916
72 C -0.857 2.531 1.888
73 H -0.178 1.855 1.394

These are the Mulliken partial charges, in e, on atoms 1 to 5:
1 C -0.291
2 C 0.181
3 H 0.342
4 C -0.537
5 O -0.460

(7)
A 2-piece molecular cluster, C3H5BrO overall, computed with ωB97M-V with the def2-TZVPD basis set.

Properties
total charge: 0
multiplicity: 1
DFT total energy: -75278.1110 eV
HOMO energy: -8.83 eV
max |F|: 2.76 eV Å⁻¹
frontier orbital gap: 9.08 eV
ΔE to the lowest compared entry with this formula, charge and spin: 3.170 eV

Cartesian coordinates (Å):
1 H 2.066 1.330 0.664
2 H -3.069 0.373 -0.623
3 O 1.910 0.975 -0.231
4 C -2.259 0.128 0.101
5 H -0.406 -0.647 0.590
6 H -2.297 0.462 1.158
7 C -1.140 -0.467 -0.167
8 H -0.974 -0.928 -1.157
9 C 2.401 -0.164 -0.612
10 Br 3.768 -1.062 0.275

These are the Mulliken partial charges, in e, on atoms 1 to 5:
1 H 0.309
2 H 0.239
3 O -0.163
4 C -0.434
5 H 0.193